A cluster of 2 separate species, C3H7BrCl2Si in total. Source: OMol25; level of theory: the ωB97M-V functional and the def2-TZVPD basis.

Output
- frontier orbital gap (eV) = 7.9
- total charge = 0
- energy relative to the best compared isomer or geometry (same formula, charge and spin) (kJ/mol) = 292.0

Each line ends with the natural charge from an NBO analysis.
Positions of all 14 atoms, in Å:
1 C -0.61 -1.97 -0.31  -0.61
2 C -0.92 -0.66 0.45  -0.86
3 C 2.01 1.49 -0.05  -0.72
4 Si -0.78 1.16 -0.29  1.33
5 Cl -1.64 2.01 -1.93  -0.34
6 Cl -1.41 2.33 1.19  -0.37
7 Br 2.88 -0.13 -0.51  0.03
8 H -1.05 -2.83 0.28  0.21
9 H -1.10 -1.92 -1.21  0.20
10 H 0.50 -2.08 -0.49  0.23
11 H -0.19 -0.73 1.45  0.26
12 H -1.92 -0.72 0.85  0.23
13 H 2.29 2.43 -0.49  0.20
14 H 1.93 1.62 1.06  0.20